The following is a DFT calculation (ωB97M-V/def2-TZVPD) of a 5-piece molecular cluster, C2H14O5 overall in a non-equilibrium geometry.

**HOMO-LUMO gap**: 10.91 eV
**Total charge**: 0
**E_HOMO**: -10.39 eV
**Relative energy (zero: lowest compared OMol25 entry of this formula, charge and spin)**: 27.2 kcal per mole
**SMILES string**: CCO.O.O.O.O

XYZ file:
```
21
Properties=species:S:1:pos:R:3:forces:R:3:lowdin_charge:R:1
C 2.207329 0.543044 -0.734263 -2.059 -3.524 -1.262 -0.220
O 0.716777 0.177759 -0.735854 2.034 -0.204 -0.060 -0.155
C 2.733078 0.505699 0.638802 -1.535 -0.273 1.827 -0.104
H 2.751976 -0.168584 -1.452652 -0.815 0.953 1.037 0.141
H 2.193365 1.488573 -1.158994 0.204 1.831 -0.711 0.085
H 0.617380 -0.796754 -0.644381 -0.056 0.663 -0.012 0.071
H 2.565394 -0.454931 1.173570 0.440 0.209 -0.764 0.093
H 3.762079 0.768455 0.642333 0.941 0.273 0.302 0.067
H 2.125033 1.189197 1.272214 0.715 0.083 -0.399 0.086
H -0.899274 0.964100 -0.775130 -3.062 1.057 -0.399 0.092
H -1.871289 2.048518 -1.486429 -0.095 -0.411 0.162 0.058
O -1.918241 1.308180 -0.861424 3.612 -0.477 0.130 -0.114
H -1.594465 -1.689981 0.021363 -2.890 2.572 0.705 -0.050
H -1.079964 -3.013602 0.384593 0.089 -0.289 0.014 0.052
O -0.965930 -2.291586 -0.233421 2.934 -2.264 -0.818 -0.011
H -2.849395 -0.050210 -0.775986 -1.491 -0.995 0.136 0.004
H -3.963252 -0.625627 0.183059 0.196 0.059 -0.384 0.036
O -3.524133 -0.807895 -0.661995 1.005 0.862 0.329 -0.114
H -0.149953 0.903040 1.340418 1.908 2.163 -1.919 -0.052
H -0.127005 -0.366535 2.071940 -1.018 0.815 -0.266 0.067
O -0.729513 0.369137 1.792235 -1.058 -3.103 2.351 -0.034
```
Positions in Å, forces in eV/Å.

***

The following is a DFT calculation (ωB97M-V/def2-TZVPD) of a 5-piece molecular cluster, C2H14O5 overall in a non-equilibrium geometry.

**HOMO-LUMO gap**: 10.28 eV
**Total charge**: 0
**E_HOMO**: -10.37 eV
**Relative energy (zero: lowest compared OMol25 entry of this formula, charge and spin)**: 14.9 kcal per mole
**SMILES string**: CCO.O.O.O.O

XYZ file:
```
21
Properties=species:S:1:pos:R:3:forces:R:3:lowdin_charge:R:1
C 1.535892 -0.249096 -1.573846 0.663 1.007 -0.435 -0.078
C 0.124932 -0.686566 -1.307016 0.913 -1.115 -0.415 -0.320
O -0.414738 0.189914 -0.369576 -0.851 -0.149 0.559 -0.124
H 1.565442 0.795394 -1.884096 -0.405 0.381 0.099 0.066
H 2.074792 -0.689326 -2.412826 -0.028 -0.819 0.395 0.079
H 2.067172 -0.249846 -0.622086 0.365 -0.412 -0.217 0.085
H 0.148342 -1.679096 -0.857096 -0.186 -0.092 -0.043 0.115
H -0.475658 -0.742026 -2.214926 -0.156 0.049 -0.105 0.119
H -0.532738 1.012684 -0.849916 -0.250 0.718 0.259 0.028
O -0.855868 2.653484 -1.241456 -0.099 0.204 -0.171 -0.012
H -0.895958 3.065564 -2.104486 -0.043 0.031 -0.315 0.066
H -0.664198 3.373404 -0.640446 0.068 0.131 0.287 0.066
O -1.895158 -1.711636 1.161664 0.032 -0.402 0.104 -0.039
H -2.825438 -1.639406 1.375214 -0.167 -0.078 0.189 0.042
H -1.756548 -1.063836 0.470744 0.228 0.488 -0.265 -0.002
O 1.039142 -2.102396 2.519244 0.402 -0.345 -0.023 -0.055
H 1.204172 -1.162786 2.441024 -0.057 0.388 0.175 -0.002
H 0.296222 -2.264786 1.937924 -0.457 -0.019 -0.052 -0.004
O 0.132852 0.853284 2.391514 0.180 0.046 0.549 -0.047
H 0.165562 1.800894 2.260394 0.080 0.182 0.047 0.030
H -0.038218 0.496184 1.520044 -0.232 -0.194 -0.621 -0.015
```
Positions in Å, forces in eV/Å.

***

The following is a DFT calculation (ωB97M-V/def2-TZVPD) of a 2-piece molecular cluster, C2H14Si4 overall in a non-equilibrium geometry.

**HOMO-LUMO gap (alpha / beta)**: 6.46 / 6.53 eV
**Total charge**: 0
**E_HOMO (alpha / beta)**: -7.35 / -7.24 eV
**Relative energy (zero: lowest compared OMol25 entry of this formula, charge and spin)**: 59.5 kcal per mole

XYZ file:
```
20
Properties=species:S:1:pos:R:3:forces:R:3:lowdin_charge:R:1
C -0.384260 -1.341093 -1.123458 -3.761 -1.599 3.360 -0.268
C 0.819598 2.027615 -0.274477 0.064 -2.744 0.376 -0.357
Si -3.460039 -0.305131 0.228410 -1.400 0.195 -0.411 0.443
Si 3.740851 -0.500392 0.241092 -1.823 -0.792 0.928 0.600
Si -1.203664 -0.719903 0.487599 1.166 1.337 -1.600 0.242
Si 0.374492 0.824761 1.192100 1.198 1.407 -0.331 0.524
H -0.348806 -0.575264 -1.747758 -0.079 3.287 -3.164 -0.036
H 0.502398 -1.816768 -1.105826 3.081 -1.567 0.554 -0.019
H -1.160205 -2.057171 -1.368318 -0.025 -0.248 -0.884 0.020
H 1.458390 2.813321 0.084878 0.388 0.251 -0.401 0.005
H 1.176642 1.347938 -1.084505 0.708 0.772 0.658 -0.007
H -0.072533 2.335514 -0.729116 -1.499 1.263 -0.271 -0.022
H -4.470470 -1.321942 -0.297114 0.893 0.125 0.050 -0.107
H -3.863631 0.943089 -0.459528 0.346 0.044 -0.246 -0.129
H -3.972445 -0.057435 1.563134 -0.010 0.027 0.743 -0.140
H 4.730622 0.015438 1.155924 0.485 0.026 0.187 -0.187
H 3.451336 -1.988875 0.230672 0.430 0.810 -0.175 -0.149
H 3.449345 0.294666 -0.921485 0.130 0.130 -0.646 -0.180
H -1.131042 -1.649397 1.492797 -0.046 -1.986 1.754 -0.126
H 0.363428 1.731032 2.434981 -0.247 -0.739 -0.482 -0.108
```
Positions in Å, forces in eV/Å.

***

The following is a DFT calculation (ωB97M-V/def2-TZVPD) of a 4-piece molecular cluster, C2H15N2O3 overall in a non-equilibrium geometry.

**HOMO-LUMO gap**: 10.81 eV
**Total charge**: +1
**E_HOMO**: -13.71 eV
**Relative energy (zero: lowest compared OMol25 entry of this formula, charge and spin)**: 31.3 kcal per mole

XYZ file:
```
22
Properties=species:S:1:pos:R:3:forces:R:3:lowdin_charge:R:1
C 1.836689 0.534546 1.304172 0.464 -1.882 1.108 -0.216
N 1.667617 -0.989963 1.307385 -2.094 3.031 0.299 0.011
C 0.500419 1.148946 0.978388 -0.966 -2.390 -2.125 -0.116
N 0.049397 0.787414 -0.470465 0.733 4.181 -1.091 0.141
H 2.681504 0.715928 0.664197 -0.040 0.763 -0.673 0.111
H 2.126163 0.954859 2.307688 -0.144 -0.623 -0.730 0.132
H 2.412909 -1.599928 1.048482 0.706 0.019 0.719 0.075
H 1.155031 -1.083762 2.181750 0.669 -1.545 -0.279 0.083
H 0.476329 2.209305 1.023344 -0.045 0.865 0.271 0.115
H -0.347301 0.656530 1.479148 0.649 0.563 0.833 0.133
H -0.613232 1.608274 -0.830512 0.577 -2.305 0.378 0.137
H 0.823287 0.949258 -1.132298 0.107 -0.207 0.402 0.157
H -0.260619 -0.135047 -0.752712 -0.568 -0.835 0.500 0.078
H -0.026878 -2.472814 -1.906396 0.103 -0.577 0.604 0.061
H 0.708167 -1.860865 -0.520398 -0.218 -0.946 -0.112 0.017
O 0.416031 -1.766288 -1.440372 0.249 1.525 -0.310 -0.061
H -2.226996 1.738138 -2.492595 -0.350 0.174 0.251 0.080
H -2.323456 2.711935 -1.217448 -0.074 -0.368 -1.046 0.089
O -1.747003 2.351381 -1.923382 0.234 0.433 0.927 -0.040
H -1.823666 -2.687200 -0.158414 -0.372 -0.639 1.044 0.014
H -3.062864 -1.821270 0.655914 1.732 -1.338 -1.282 0.085
O -2.421526 -1.949374 -0.105477 -1.352 2.102 0.314 -0.086
```
Positions in Å, forces in eV/Å.

***

The following is a DFT calculation (ωB97M-V/def2-TZVPD) of a 5-piece molecular cluster, C2H15N2O4 overall in a non-equilibrium geometry.

**HOMO-LUMO gap (alpha / beta)**: 2.77 / 9.44 eV
**Total charge**: 0
**E_HOMO (alpha / beta)**: -2.30 / -8.88 eV
**Relative energy (zero: lowest compared OMol25 entry of this formula, charge and spin)**: 32.3 kcal per mole
**Multiplicity**: 2

XYZ file:
```
23
Properties=species:S:1:pos:R:3:forces:R:3:lowdin_charge:R:1
C 1.955911 -1.294450 0.526934 0.199 0.571 0.571 -0.222
C 1.168235 -0.348519 1.048211 -0.118 -0.539 -0.658 -0.164
N 0.395168 0.527861 0.178212 -0.095 0.166 0.862 0.117
N 2.550890 -2.268412 1.288462 -0.131 -0.001 -0.171 0.060
H 2.189948 -1.247435 -0.523389 0.097 -0.274 -0.223 0.107
H 0.936790 -0.307900 2.088827 -0.184 0.114 0.422 0.092
H 0.760741 0.535710 -0.794924 -0.223 0.002 0.220 0.063
H -0.629389 0.296671 0.146767 0.236 -0.120 -0.228 0.075
H 0.359086 1.483763 0.553011 0.205 0.098 -0.254 0.113
H 2.111902 -2.566147 2.134130 -0.014 0.038 0.238 0.086
H 3.385007 -2.748234 1.022226 0.002 -0.010 -0.281 0.085
H -1.917517 -2.552703 0.092994 0.012 0.020 0.175 0.003
H -2.516053 -2.179589 -1.254515 0.008 0.061 -0.116 0.014
O -1.848181 -1.894624 -0.613283 0.063 -0.039 -0.110 -0.174
H 1.226377 0.123236 -3.166330 -0.103 -0.133 0.356 0.059
H 0.590710 1.447669 -2.778317 -0.065 -0.286 0.336 0.058
O 0.840848 0.581326 -2.399808 0.233 0.494 -1.287 -0.136
H -1.959312 3.010362 0.532505 0.086 -0.379 -0.134 0.002
H -1.152278 4.252719 0.232446 0.242 -0.071 0.080 0.034
O -1.049656 3.339372 0.531216 -0.077 0.379 -0.019 -0.120
H -2.371887 0.765492 1.191424 -0.674 -0.741 0.447 0.005
H -2.728102 0.182248 -0.276139 -0.577 -0.970 0.228 0.002
O -2.299237 0.861582 0.239340 0.880 1.619 -0.453 -0.159
```
Positions in Å, forces in eV/Å.